1.
This record from the OMol25 dataset describes an isolated ion of composition C3H7O6P and charge -2 at a distorted geometry. The level of theory is ωB97M-V with the def2-TZVPD basis set.

The geometry in XYZ format:
```
17
C3H7O6P, DFT ωB97M-V with the def2-TZVPD basis set
C -0.03022 -0.86143 1.45969
C -0.44335 -0.43884 0.05692
C -0.30732 1.17534 -0.00338
O -0.12280 -1.48680 -2.46075
O 1.84274 -0.28480 -1.33868
O 1.29908 -2.55697 -0.53845
O 0.83699 1.70311 -0.34517
O -0.84780 1.58760 1.21600
O -1.39500 1.67528 -0.90603
P 0.66311 -1.33098 -1.16962
H -0.82650 -0.79136 2.15927
H 0.41336 -1.82166 1.43848
H 0.65170 -0.09210 1.83883
H -1.53639 -0.71794 -0.11025
H 1.54258 0.48870 -0.79473
H -0.38464 2.45307 1.27788
H -1.35553 1.29979 -1.78001
```

Output
Frontier orbital gap   7.095 eV
Electronic energy   -24800.5053 eV
Energy above the lowest of the compared OMol25 structures with the same formula, charge and spin   0.000 eV
Structure (SMILES)   C[C@@H](C([O-])(O)O)[P@](=O)([O-])O
LUMO energy   6.44 eV
Total charge   -2



2.
This record from the OMol25 dataset describes a 2-piece molecular cluster, C2H8N4 overall at a distorted geometry. The level of theory is ωB97M-V with the def2-TZVPD basis set.

The geometry in XYZ format:
```
14
C2H8N4, DFT ωB97M-V with the def2-TZVPD basis set
N -2.79461 -0.14106 3.50753
C -2.77344 -1.21139 2.66038
N -3.59008 -2.19946 2.77613
H -3.65249 -0.20420 4.04583
H -1.94696 0.06268 4.01148
H -2.03907 -1.23451 1.86952
H -3.60146 -2.68742 1.88261
N 3.26711 0.19396 -2.42598
C 3.12345 1.17046 -3.41203
N 2.59323 2.30322 -3.11423
H 3.73353 -0.64560 -2.75397
H 2.45168 0.02319 -1.85577
H 3.53452 0.96299 -4.39801
H 3.36968 2.97148 -3.13795
```

Output
Frontier orbital gap   9.202 eV
Electronic energy   -8161.9514 eV
Energy above the lowest of the compared OMol25 structures with the same formula, charge and spin   2.300 eV
Structure (SMILES)   [H]/N=C/N.[H]/N=C/N
LUMO energy   0.87 eV
Total charge   0



3.
This record from the OMol25 dataset describes C47H34F3N9O2SSc as an isolated structure. The level of theory is ωB97M-V with the def2-TZVPD basis set.

The geometry in XYZ format:
```
97
C47H34F3N9O2SSc, DFT ωB97M-V with the def2-TZVPD basis set
Sc 0.27050 -0.08530 0.26337
C -3.84692 -2.50508 1.24504
O -3.85131 -1.17918 1.84629
C -2.64927 -0.67289 1.59979
N -1.76819 -1.38582 1.01608
C -2.37863 -2.72206 0.80178
C -2.23992 -3.27124 -0.59913
C -2.27630 -4.58642 -0.83217
C -2.07274 -5.13666 -2.17908
C -1.53731 -4.40908 -3.15997
C -1.16607 -2.97452 -2.95025
C -1.93841 -2.40878 -1.75485
C -2.37381 0.71158 2.03209
C -3.27490 1.52097 2.70153
C -2.83718 2.77237 3.11753
C -1.52051 3.15050 2.89471
C -0.69828 2.26497 2.21779
N -1.12884 1.09084 1.76338
C 0.74754 2.45527 1.99828
N 1.45373 1.55504 1.44313
C 2.83719 2.08078 1.36009
C 2.76161 3.34226 2.23740
O 1.32966 3.56978 2.41867
C 3.83670 1.00156 1.71458
C 4.45094 0.87512 2.95333
C 5.31001 -0.18928 3.20227
C 5.55495 -1.13524 2.22091
C 4.94919 -1.01096 0.97681
C 4.10281 0.05480 0.72653
H -4.54343 -2.49636 0.40745
H -4.18176 -3.21246 1.99821
H -1.87265 -3.41333 1.47962
H -2.41466 -5.28462 -0.01450
H -2.29819 -6.18203 -2.33844
H -1.30880 -4.86188 -4.11735
H -0.08395 -2.85531 -2.92470
H -2.24954 -0.59900 -0.91621
H -4.27800 1.17178 2.89772
H -3.51239 3.43765 3.63730
H -1.12918 4.09598 3.24054
H 2.99188 2.35830 0.31408
H 3.18132 4.22485 1.76536
H 3.18339 3.21688 3.23020
H 4.27717 1.58750 3.74715
H 5.78750 -0.27367 4.16917
H 6.22133 -1.96354 2.42030
H 5.13025 -1.74381 0.20205
H 3.63065 0.15643 -0.24617
C -4.15781 2.73051 -2.50795
C -3.80016 2.66197 -3.84714
C -2.60648 2.06960 -4.20274
C -1.78595 1.54414 -3.20100
N -2.14436 1.56970 -1.92429
C -3.28825 2.16576 -1.59622
N -0.57764 0.88335 -3.56556
C 1.18143 -0.55305 -2.54778
N 1.43144 -0.95960 -1.20790
C 2.05678 -2.14437 -1.18723
N 2.36994 -2.91079 -0.15086
C 2.04931 -2.61295 1.11255
C 2.52609 -3.51551 2.11043
C 2.26554 -3.30878 3.42685
C 1.50447 -2.18275 3.81083
C 1.06213 -1.35569 2.82892
N 1.30494 -1.53680 1.49946
C 2.34881 -2.53003 -2.55407
C 3.04728 -3.64177 -3.00909
C 3.21919 -3.79150 -4.36849
C 2.71606 -2.81692 -5.23825
C 2.02314 -1.71099 -4.78346
C 1.79431 -1.56020 -3.40982
H -5.07465 3.20100 -2.18458
H -4.43877 3.08027 -4.61314
H -2.31516 2.02966 -5.23863
H -3.52240 2.18157 -0.53506
H 3.10713 -4.35620 1.76091
H 2.63974 -3.99570 4.17446
H 1.28542 -1.96900 4.84630
H 0.49500 -0.46614 3.08710
H 3.43935 -4.35204 -2.29422
H 3.75586 -4.64209 -4.76554
H 2.88437 -2.92072 -6.30226
H 1.70512 -0.98276 -5.50666
F 0.28181 -0.10739 -6.94433
C 0.10550 0.74060 -5.92336
F 1.30896 1.19879 -5.55320
F -0.56186 1.79815 -6.41911
C -0.60869 0.09366 -4.74945
C -1.14959 -1.11421 -4.86554
C -1.92232 -1.95893 -3.89108
C -2.63039 -1.41790 -2.65305
N -1.64775 -0.98642 -1.64022
C 0.42948 0.61534 -2.62966
S 0.69878 1.82795 -1.40384
H -1.01940 -1.58302 -5.83500
H -2.64882 -2.52698 -4.47405
H -3.62812 -1.00037 -2.61161
```

Output
Frontier orbital gap   4.895 eV
Electronic energy   -106482.0026 eV
Energy above the lowest of the compared OMol25 structures with the same formula, charge and spin   5.630 eV
LUMO energy   -3.73 eV
Total charge   +1



4.
This record from the OMol25 dataset describes C8H16ClMgN2 as an isolated structure at a distorted geometry. The level of theory is ωB97M-V with the def2-TZVPD basis set.

The geometry in XYZ format:
```
28
C8H16ClMgN2, DFT ωB97M-V with the def2-TZVPD basis set
C 1.56089 1.21352 -1.36965
Mg 0.04362 -0.37306 -1.53636
N -1.36846 -2.06976 -1.55076
N 0.05117 -0.14500 -3.75900
H -2.31622 -1.77398 -1.29685
H 1.59481 -0.96358 -0.95441
H 2.03420 1.16873 -0.39097
H 1.01008 2.16735 -1.44535
H 2.31687 1.19609 -2.15744
H -0.82454 0.10386 -4.22776
H 0.42555 -0.95498 -4.26595
H 0.70202 0.62336 -3.94099
H -1.45518 -2.56994 -2.43725
H -1.10031 -2.76225 -0.84622
Cl -0.08203 3.17038 1.58763
C -0.07231 1.55220 2.15726
C 0.51674 1.28597 3.38759
C 0.65532 -0.03247 3.85454
C 0.21148 -1.08637 3.05557
C -0.39311 -0.83705 1.83444
C -0.59549 0.48561 1.34421
C -1.17980 0.66669 0.03658
H 0.87640 2.11030 3.99646
H 1.08782 -0.22686 4.82725
H 0.34188 -2.11356 3.39069
H -0.67412 -1.67255 1.18619
H -2.13785 0.13565 -0.14558
H -1.22945 1.70168 -0.33389
```

Output
Frontier orbital gap   3.514 eV
Electronic energy   -29501.4017 eV
LUMO energy   2.31 eV
Total charge   -1



5.
This record from the OMol25 dataset describes a 2-piece molecular cluster, C4H8O2 overall at a distorted geometry. The level of theory is ωB97M-V with the def2-TZVPD basis set.

The geometry in XYZ format:
```
14
C4H8O2, DFT ωB97M-V with the def2-TZVPD basis set
O -0.40575 -2.17066 -1.20396
C -0.95725 -0.01587 -0.14368
C -0.36753 0.39550 1.16403
C 0.92708 1.02723 0.71484
C 1.10801 0.24984 -0.56662
O 2.04779 0.22497 -1.29369
H -0.86112 -1.88134 -2.00209
H -1.78660 -0.74012 -0.03837
H -1.25408 0.74681 -0.85678
H -0.17666 -0.50744 1.75719
H -1.02648 1.05140 1.73219
H 0.78096 2.06047 0.38208
H 1.77878 0.98160 1.39412
H 0.19285 -1.42237 -1.03925
```

Output
Frontier orbital gap   8.895 eV
Electronic energy   -8369.2852 eV
Energy above the lowest of the compared OMol25 structures with the same formula, charge and spin   3.996 eV
LUMO energy   0.38 eV
Total charge   0